# 1
Formula: C6H15F6KN3O16PS6
Source: the OMol25 dataset
Level of theory: ωB97M-V/def2-TZVPD

Atoms and positions in Å:
1 K 11.849 -10.468 4.005
2 N 10.211 -11.967 2.339
3 S 9.459 -11.814 1.056
4 O 8.599 -12.934 0.700
5 O 10.061 -10.977 0.019
6 F 8.261 -10.815 1.657
7 S 11.165 -13.295 1.801
8 O 12.245 -12.987 0.883
9 O 10.564 -14.626 1.788
10 F 11.942 -13.271 3.163
11 N 10.364 -11.047 6.290
12 S 9.931 -9.812 7.454
13 O 10.962 -9.013 8.137
14 O 8.803 -10.171 8.266
15 F 9.332 -8.746 6.436
16 S 10.953 -11.942 7.306
17 O 10.102 -12.567 8.276
18 O 12.369 -11.619 7.653
19 F 11.072 -13.223 6.402
20 N 15.385 -7.741 6.188
21 S 13.783 -7.222 5.847
22 O 12.982 -6.616 6.897
23 O 13.011 -7.867 4.745
24 F 14.277 -5.886 5.004
25 S 14.815 -8.956 6.926
26 O 14.171 -9.976 6.064
27 O 14.279 -8.704 8.282
28 F 16.256 -9.555 7.289
29 C 14.454 -10.965 0.518
30 C 14.956 -10.674 1.920
31 O 14.863 -11.772 2.770
32 P 15.962 -12.010 4.026
33 O 16.465 -10.697 4.503
34 O 15.243 -12.992 5.149
35 C 15.744 -13.035 6.480
36 C 15.702 -14.528 6.807
37 O 17.124 -12.897 3.369
38 C 16.826 -14.171 2.872
39 C 17.752 -14.215 1.678
40 H 14.770 -11.948 0.168
41 H 13.364 -10.984 0.533
42 H 14.906 -10.411 -0.304
43 H 15.970 -10.282 1.991
44 H 14.243 -9.985 2.375
45 H 16.773 -12.680 6.531
46 H 15.128 -12.398 7.116
47 H 14.664 -14.858 6.780
48 H 16.303 -15.027 6.047
49 H 16.142 -14.743 7.781
50 H 17.015 -15.032 3.513
51 H 15.808 -14.409 2.563
52 H 18.751 -13.811 1.842
53 H 17.774 -15.209 1.231
54 H 17.303 -13.651 0.861

Properties
max |F| = 10.0 eV/Å
charge = -2
DFT total energy = -150627.1263 eV

Mulliken population analysis, charges in e, atoms 1 to 4:
1. K 0.90
2. N -0.09
3. S 0.89
4. O -0.61

---

# 2
Formula: C6H15FHgP2
Source: the OMol25 dataset
Level of theory: ωB97M-V/def2-TZVPD

Atoms and positions in Å:
1 C 4.443 0.326 0.730
2 C 3.261 0.764 -0.154
3 C 2.051 -0.124 0.076
4 F 1.416 0.220 1.270
5 P 0.760 0.181 -1.254
6 P -1.202 -0.391 -0.281
7 C -1.648 -2.098 -0.532
8 C -2.513 0.684 -0.696
9 C -3.294 0.941 0.676
10 H 5.214 -0.159 0.136
11 H 4.878 1.182 1.238
12 H 4.126 -0.383 1.495
13 H 2.950 1.776 0.108
14 H 3.540 0.740 -1.212
15 H 2.317 -1.183 0.129
16 H 0.885 -0.967 -2.073
17 H -2.121 -2.542 0.355
18 H -2.336 -2.175 -1.379
19 H -0.730 -2.656 -0.725
20 H -3.165 0.296 -1.479
21 H -2.079 1.620 -1.043
22 H -2.804 0.526 1.566
23 H -3.386 2.015 0.826
24 H -4.286 0.458 0.608
25 Hg -6.276 0.950 1.615

Properties
max |F| = 1.5 eV/Å
charge = +2
DFT total energy = -31913.7983 eV

Mulliken population analysis, charges in e, atoms 1 to 4:
1. C -1.20
2. C -0.45
3. C -0.03
4. F -0.29

---

# 3
Formula: C6H15N
Source: the OMol25 dataset
Level of theory: ωB97M-V/def2-TZVPD

Atoms and positions in Å:
1 C -0.179 1.702 -1.369
2 N 0.350 0.722 -0.517
3 C -0.593 -0.185 0.008
4 C -0.003 -1.464 0.748
5 C 0.674 -1.049 2.049
6 C -1.355 -2.451 0.837
7 C 1.113 2.613 -1.682
8 H -0.730 1.547 -2.327
9 H -0.864 2.364 -0.712
10 H 1.148 0.244 -0.938
11 H -1.116 -0.748 -0.900
12 H -1.364 0.422 0.501
13 H 0.758 -1.961 0.089
14 H 0.046 -0.197 2.514
15 H 1.612 -0.534 1.820
16 H 0.868 -1.838 2.708
17 H -0.949 -3.368 1.197
18 H -2.057 -2.118 1.586
19 H -2.057 -2.338 -0.147
20 H 1.141 3.533 -1.104
21 H 2.080 2.121 -1.514
22 H 1.093 2.824 -2.703

Properties
⟨S²⟩ = 0.750
max |F| = 4.3 eV/Å
spin multiplicity = 2
charge = -1
DFT total energy = -7951.9222 eV

Mulliken population analysis, charges in e, atoms 1 to 4:
1. C -0.78
2. N 1.01
3. C -2.12
4. C -0.24

---

# 4
Formula: C6H15N
Source: the OMol25 dataset
Level of theory: ωB97M-V/def2-TZVPD

Atoms and positions in Å:
1 C -1.615 0.609 2.163
2 C -1.042 0.845 0.759
3 N -0.180 -0.237 0.319
4 C 1.065 -0.280 1.067
5 C -0.022 -0.292 -1.137
6 C 0.921 0.775 -1.687
7 C 0.396 -1.694 -1.571
8 H -0.822 0.300 2.844
9 H -2.070 1.522 2.551
10 H -2.347 -0.202 2.127
11 H -1.885 0.888 0.069
12 H -0.511 1.809 0.759
13 H 1.811 -0.867 0.540
14 H 1.467 0.725 1.272
15 H 0.898 -0.765 2.028
16 H -1.018 -0.145 -1.558
17 H 0.668 1.744 -1.245
18 H 1.968 0.534 -1.500
19 H 0.796 0.890 -2.770
20 H 1.371 -1.981 -1.180
21 H -0.332 -2.415 -1.192
22 H 0.483 -1.764 -2.658

Properties
SMILES = CCN(C)C(C)C
max |F| = 0.6 eV/Å
DFT total energy = -7955.1160 eV

Mulliken population analysis, charges in e, atoms 1 to 4:
1. C -1.23
2. C -0.40
3. N 0.06
4. C -1.01

---

# 5
Formula: C6H15N
Source: the OMol25 dataset
Level of theory: ωB97M-V/def2-TZVPD

Atoms and positions in Å:
1 C 0.901 0.549 -0.650
2 N -0.074 0.270 0.389
3 C -1.402 0.841 0.243
4 C -2.453 -0.303 -0.043
5 C -2.335 -1.631 -0.776
6 C 2.291 -0.041 -0.325
7 C 2.857 0.486 0.983
8 H 0.655 0.037 -1.585
9 H 0.871 1.634 -0.796
10 H 0.293 0.458 1.325
11 H -1.361 1.667 -0.461
12 H -1.728 1.195 1.215
13 H -3.329 0.172 -0.501
14 H -2.805 -0.465 0.976
15 H -1.599 -2.217 -0.198
16 H -3.232 -2.233 -0.742
17 H -1.823 -1.654 -1.737
18 H 2.860 0.363 -1.159
19 H 2.185 -1.112 -0.178
20 H 2.421 0.053 1.882
21 H 2.870 1.582 1.054
22 H 3.937 0.347 1.085

Properties
⟨S²⟩ = 0.754
max |F| = 3.3 eV/Å
spin multiplicity = 2
charge = +1
DFT total energy = -7946.0209 eV

Mulliken population analysis, charges in e, atoms 1 to 4:
1. C -0.49
2. N 0.11
3. C -0.49
4. C -0.38

---

# 6
Formula: C6H15N
Source: the OMol25 dataset
Level of theory: ωB97M-V/def2-TZVPD

Atoms and positions in Å:
1 C 1.574 -0.643 -1.287
2 C 1.953 0.813 -1.326
3 C 0.411 -1.016 -0.643
4 N -0.582 -0.169 -0.202
5 C 0.019 1.074 1.799
6 C -0.753 -0.140 1.264
7 C -2.252 -0.014 1.504
8 H 0.077 -2.051 -0.758
9 H 1.725 -1.083 -2.279
10 H 2.441 1.073 -0.381
11 H 2.663 1.052 -2.111
12 H 1.076 1.459 -1.414
13 H -0.911 -1.150 -2.885
14 H -1.222 -1.390 -3.511
15 H 1.557 -0.929 0.033
16 H 1.101 0.958 1.859
17 H -0.227 1.930 1.169
18 H -0.359 1.276 2.798
19 H -0.391 -1.041 1.740
20 H -2.656 0.835 0.951
21 H -2.732 -0.914 1.126
22 H -2.511 0.069 2.555

Properties
⟨S²⟩ = 0.755
max |F| = 3.3 eV/Å
spin multiplicity = 2
charge = +1
DFT total energy = -7943.0350 eV

Mulliken population analysis, charges in e, atoms 1 to 4:
1. C -0.01
2. C -1.15
3. C -0.25
4. N -0.21

---

# 7
Formula: C6H15N2
Source: the OMol25 dataset
Level of theory: ωB97M-V/def2-TZVPD

Atoms and positions in Å:
1 C -0.491 0.711 -2.987
2 C 0.693 0.278 -2.118
3 C 0.358 -0.367 -0.838
4 N -1.413 0.391 2.323
5 C -1.012 -0.372 1.286
6 C -0.305 0.193 0.225
7 C -0.140 1.744 0.346
8 N 1.981 -2.288 1.507
9 H -1.101 1.426 -2.431
10 H -0.106 1.206 -3.877
11 H 1.300 -0.442 -2.661
12 H 1.321 1.138 -1.870
13 H 2.333 -2.472 0.577
14 H 0.724 -1.391 -0.749
15 H -2.182 -0.077 2.800
16 H -0.714 0.484 3.063
17 H -1.533 -1.316 1.159
18 H -1.096 2.149 0.684
19 H 0.072 2.158 -0.636
20 H 0.598 1.959 1.115
21 H -1.145 -0.137 -3.173
22 H 1.071 -1.865 1.455
23 H 1.964 -3.185 1.975

Properties
max |F| = 2.6 eV/Å
charge = +1
DFT total energy = -9436.9138 eV

Mulliken population analysis, charges in e, atoms 1 to 4:
1. C -1.04
2. C -0.91
3. C 0.09
4. N -0.48

---

# 8
Formula: C6H15N2O
Source: the OMol25 dataset
Level of theory: ωB97M-V/def2-TZVPD

Atoms and positions in Å:
1 C -1.321 1.220 -1.032
2 C -0.124 0.291 -0.778
3 C -0.013 -0.567 -2.025
4 C 1.202 1.016 -0.500
5 C -0.606 -0.673 0.339
6 N 0.833 -1.689 0.545
7 O 0.740 -1.749 1.943
8 C 0.658 -0.467 2.335
9 N -0.572 -0.002 1.607
10 H -2.206 1.113 -0.393
11 H -1.742 1.338 -1.988
12 H -1.126 2.340 -0.939
13 H 0.705 -1.353 -1.902
14 H -0.814 -1.132 -2.415
15 H 0.504 -0.031 -2.931
16 H 1.426 1.823 -1.168
17 H 1.961 0.309 -0.407
18 H 1.185 1.537 0.490
19 H -1.438 -1.350 0.197
20 H 0.668 -2.588 0.205
21 H 1.417 0.160 1.924
22 H 0.628 -0.378 3.370
23 H -1.440 -0.115 2.134
24 H -0.523 0.946 1.391

Properties
SMILES = CC(C)(C)[C@H]1NOC[NH2+]1
max |F| = 5.5 eV/Å
charge = +1
DFT total energy = -11482.6314 eV

Mulliken population analysis, charges in e, atoms 1 to 4:
1. C -1.66
2. C 1.97
3. C -1.98
4. C -1.85